1.
The following is a quantum chemistry calculation of 14 unconnected molecules or ions with the total composition C63H146N7O14 at a distorted geometry, from the OMol25 dataset.

Cartesian coordinates (Å):
O -3.6343 7.1754 -0.7285
O 0.6164 6.7242 -2.8471
O -2.4120 1.8442 -3.5336
O -4.4894 0.3602 -2.3731
O 4.8581 -5.5875 0.7908
O -0.1994 3.2807 -1.1676
O 3.6772 3.6551 5.5920
O 2.4532 0.9523 5.6386
O -0.1028 -1.5389 -5.5144
O -1.1596 4.6156 -3.1842
O -5.9589 -0.7513 5.8073
O 2.3374 4.2759 -1.1606
O -0.7793 6.4929 -0.3581
O -1.6806 0.7621 -6.0197
N -6.1243 -0.6651 4.3987
N 0.0870 -2.3980 -6.6562
N 2.4850 -0.4927 5.4768
N -0.6703 1.9224 -1.0574
N 4.1398 -4.3675 0.3206
N -4.9409 -0.4269 -3.4905
N 4.4831 3.8453 4.4124
C 3.4027 -1.0682 6.4336
C 2.9754 -4.8099 -0.5104
C -3.6127 -0.2840 4.0544
C -0.9233 -0.6246 0.4413
C 1.6747 -4.4807 -7.8516
C 1.6851 1.1588 -0.4199
C -6.8462 0.5236 4.0073
C -5.9125 1.5599 -4.5379
C -5.6329 -2.3650 -1.9671
C 0.7840 0.8978 -2.6964
C 1.4846 -2.0557 -7.1375
C 1.3320 -0.6286 -7.6720
C 3.2907 -2.5778 6.2182
C -0.5323 2.5622 1.3710
C 0.5004 -4.3348 -4.9611
C -2.6269 2.8744 0.0393
C -4.5472 -2.5216 3.9363
C -2.0208 0.4944 0.4374
C 1.8649 -2.9996 -8.2784
C -6.8854 0.6107 2.5184
C -6.7926 -2.1192 -4.8394
C 3.7755 -0.2059 3.3567
C -4.8588 -1.0147 3.6412
C -6.2079 0.1898 -4.0171
C 1.3145 -0.1288 3.4525
C 4.8924 -0.6434 6.2663
C -6.3773 1.8408 4.5193
C 0.2339 -4.6443 -7.4446
C -1.5984 -3.9698 -6.0538
C 0.4317 0.8804 -1.2016
C 3.2884 -5.7169 -1.7216
C 3.3917 -3.0376 4.7387
C -4.8178 -1.8506 -3.1505
C 2.9648 -0.7074 7.8063
C 2.4539 -2.2568 3.8795
C -0.1484 -0.5412 -0.8548
C 3.1553 -2.5311 -1.7455
C -3.3582 -2.0387 -2.8219
C -1.4120 1.9517 0.2598
C -0.1388 -3.8372 -6.2259
C 6.5513 3.5054 5.6672
C 5.9992 -2.9856 0.8203
C -5.1291 -0.9477 2.1562
C -7.2129 0.3896 -2.9186
C 4.3533 -2.2196 -0.8262
C 5.8726 -4.0329 -1.4787
C 5.6802 4.5608 4.8632
C -5.5983 0.3567 1.7751
C 2.5210 -0.7624 4.0796
C 5.7493 5.7026 2.5905
C 2.5515 -2.0350 -6.0234
C 3.5971 4.6161 3.5135
C 6.5416 4.9067 3.6588
C 2.0063 -5.4362 0.4212
C 2.8812 5.8915 3.9761
C 2.5618 3.6513 2.9827
C 4.4681 4.9086 2.2783
C -6.7308 -0.6029 -5.1605
C -8.3127 0.5059 4.5060
C 2.2930 -3.4875 -1.0052
C 5.1038 -3.4654 -0.2934
C -5.3281 -2.6086 -4.4312
C 5.4849 5.8797 5.6556
H -3.7827 8.0931 -0.4625
H 2.3773 -6.3603 0.7075
H -1.3916 -1.6185 0.5099
H 3.4761 -1.8003 -6.4817
H 2.7510 5.7892 5.1069
H -0.7322 5.5745 -0.2785
H 5.4351 -1.3068 5.6148
H 3.5565 -1.1037 8.6412
H -1.9958 -3.2734 -5.2453
H -5.5786 -1.5852 -1.1606
H 2.3358 5.2461 -1.0112
H -7.6778 -0.2005 -5.5213
H 0.1613 5.8832 -3.1277
H -8.3821 0.4781 5.6182
H -7.1901 -2.5995 -5.7331
H -8.1981 0.7091 -3.3404
H 1.5546 1.0555 5.9674
H 1.9890 4.0657 2.1830
H 4.4673 -5.6296 1.6633
H -0.4398 6.7814 -1.2406
H 5.1840 -4.0690 -2.3180
H 3.4404 6.7736 3.7863
H 7.5955 3.9485 5.8752
H 6.4494 6.3347 5.8683
H 2.6821 -1.5838 -2.1140
H 1.1452 -5.6372 -0.2136
H 2.3561 -3.0277 6.4707
H -7.5317 -2.2824 -4.0554
H 0.4074 -0.4238 3.9236
H 0.6742 -1.2772 -0.8543
H 5.4053 -0.6549 7.2298
H 1.6858 -4.7871 1.2776
H 3.8889 -6.5678 -1.4229
H -3.3260 2.7530 0.9165
H 4.4529 -2.8380 4.5050
H 5.0189 -1.5323 -1.3972
H -6.6875 -2.4014 -2.2009
H 3.6905 -5.0683 -2.5149
H 0.8108 1.9022 -3.1466
H 2.9069 -2.7553 -8.4865
H 4.9139 5.6519 6.5264
H 7.4205 5.4822 3.9651
H 2.9626 0.4005 7.9301
H 0.3419 2.0282 1.6058
H -5.9631 -1.6704 1.9025
H 3.7249 2.7441 5.8473
H 2.3476 -6.0981 -2.1528
H -2.7793 -0.7686 3.5965
H 1.9321 -5.0378 -8.7582
H -4.6039 -2.4016 -5.2619
H -2.6758 0.2784 -0.4006
H -3.5579 -2.7122 3.4814
H 1.8033 2.2076 -0.4452
H 0.8703 -3.5582 -4.2837
H -3.2913 -3.0772 -2.5177
H 0.0336 0.3128 -3.2417
H -0.2026 -4.9297 -4.4135
H -0.6644 4.1648 -2.4689
H 1.8104 3.4309 3.7908
H -2.7665 -1.8905 -3.7261
H 3.9517 -1.5612 -0.0225
H -0.8111 1.0644 -6.1661
H -6.9032 2.6429 3.9846
H 1.3483 3.9107 -1.1746
H -2.4562 0.4031 1.4428
H 1.9024 -2.9382 -0.1367
H 4.1334 0.8246 3.6417
H 1.7588 0.7396 0.6147
H 4.9245 6.6745 5.1285
H 2.5186 0.7113 -1.0329
H 6.3209 5.8603 1.7150
H -3.6111 0.8127 3.9969
H -4.8713 1.1489 2.0404
H -7.2701 1.5736 2.2782
H 2.3337 -1.2830 -5.2537
H -2.1943 -3.6353 -6.9068
H -1.8334 -4.9104 -5.6558
H 6.7284 -2.3586 0.3797
H -8.9132 -0.1834 3.9116
H -2.7241 6.9562 -0.5396
H -5.3210 -3.6242 -4.1698
H 4.7125 3.9255 1.7992
H -7.4491 -0.4829 -2.3295
H -4.4880 -2.8772 4.9791
H -6.6182 1.9789 5.5962
H -0.0097 -5.6595 -7.1472
H -6.4204 -1.5007 6.1123
H 1.0459 0.0779 -6.9605
H 2.6036 -2.5396 2.8387
H -3.7148 0.8342 -2.7504
H -0.2882 -0.4847 1.3188
H -0.7319 -0.8742 -1.7296
H 3.0429 -4.0677 4.6412
H -1.0210 2.7104 2.3413
H -1.8559 5.0551 -2.6733
H 1.4404 -3.8725 -1.6059
H 3.0079 2.7265 2.6431
H -8.7258 1.5979 4.3272
H -0.1807 3.5294 0.9545
H 5.3551 -2.4491 1.5587
H 6.6453 2.5639 5.0813
H -5.3640 -3.1012 3.4187
H -3.0398 -1.4689 -1.9562
H 1.2819 -2.7361 -9.1663
H 2.6816 -3.0102 -5.5721
H -5.1697 -3.2780 -1.6098
H 3.5607 -2.9124 -2.6538
H -1.9270 1.0283 -5.1314
H -4.9626 1.5712 -5.0654
H 6.5391 -3.8482 1.2566
H 2.2362 -0.2299 -8.0727
H 1.2983 -5.0396 -5.2052
H 0.6248 -0.6459 -8.4891
H 6.7119 -3.3935 -1.7514
H 5.5317 6.7159 2.8870
H -6.7155 1.9892 -5.1525
H 4.1430 -3.0318 6.8110
H 5.0440 0.3274 5.8860
H 6.2104 -5.0236 -1.2159
H -6.0604 -0.4144 -6.0132
H -1.8829 1.7718 -2.6483
H -7.6517 -0.0905 2.1726
H 3.8667 5.5634 1.6403
H -3.1281 2.5932 -0.8823
H -5.3152 2.1464 4.3764
H -2.3072 2.7322 -3.7918
H 1.8793 5.9936 3.5452
H 1.7894 0.4745 -2.8868
H -0.9109 -1.1266 -5.7105
H 1.3170 -0.4874 2.3970
H -3.5372 -0.5510 5.1158
H -6.9124 1.1359 -2.2145
H 1.9613 -0.9956 7.9983
H 1.5161 6.4746 -2.6207
H 6.9940 4.0147 3.1272
H 1.4710 0.9196 3.4666
H 3.6083 -0.1062 2.2702
H -2.3597 3.8924 -0.0529
H 4.6639 -0.8693 3.4379
H -4.2222 -1.2999 1.6416
H 1.3925 -2.6846 4.0493
H 6.0338 3.2590 6.6274
H -5.6897 0.5308 0.7338
H 2.3731 -4.8504 -7.0874
H -5.7123 2.2525 -3.6424
H -0.3999 -4.2928 -8.2725

Values from the calculation:
- Total charge: -1
- Frontier orbital gap: 6.8 eV
- 2S+1: 1
- LUMO level: 1.89 eV

2.
The following is a quantum chemistry calculation of a molecular structure, C12H35GaI2N9O6, from the OMol25 dataset.

Cartesian coordinates (Å):
I -5.0823 0.0027 2.7734
I -3.5263 1.7165 -1.5914
Ga -2.3480 2.0737 2.0857
O 4.6490 -6.4556 -1.4550
O -8.3468 0.6420 -0.6298
O -0.8171 1.0337 1.8342
O 5.0080 3.1067 2.5284
O -0.5403 2.7974 -6.6657
O 4.6906 -1.7560 0.8146
N 6.4658 -2.7183 -0.2218
N -9.9520 -0.9535 -0.5758
N 4.3635 -3.6485 -0.3972
N -8.0852 -1.1285 0.7701
N 4.4542 -8.4772 -0.4516
N -1.3149 2.2988 -4.5860
N 2.8257 1.1295 2.4362
N 4.5098 -6.5274 0.7976
N -2.1397 4.1097 -5.7359
C -3.7904 0.8617 1.2323
C -5.3936 2.7885 0.6452
C 0.4160 1.6528 2.0050
C 5.1372 -2.6392 0.1100
C 4.9506 3.2916 0.1235
C -8.7557 -0.4077 -0.1666
C -4.7361 1.4786 0.2189
C -1.2760 3.0440 -5.7238
C 4.5403 -7.1156 -0.4279
C 3.7476 1.4423 1.3631
C 4.1773 2.9012 1.3705
C 1.5186 0.5937 2.0636
H -6.4690 2.6393 0.7480
H 1.1994 -0.1580 2.7909
H 3.2673 3.5037 1.4716
H -0.7086 1.5035 -4.5155
H 4.5501 -5.5190 0.7857
H 0.4931 2.2612 2.9236
H -1.9296 2.5210 -3.8240
H 5.0922 4.3731 0.0647
H -2.7536 4.3229 -4.9722
H 4.4378 2.9704 -0.7867
H 4.3269 -9.0305 0.3738
H 4.4586 -8.9204 -1.3512
H 4.6468 0.8172 1.3956
H 0.6377 2.3439 1.1647
H -5.4785 0.7791 -0.1660
H 6.8317 -3.4134 -0.8443
H 1.5757 0.0888 1.0884
H 4.7141 3.9073 2.9787
H -10.4657 -0.4463 -1.2710
H 3.2664 0.5636 3.1439
H -7.2014 -0.7890 1.1191
H -2.2187 3.4506 1.2716
H 4.6971 -4.3760 -1.0140
H 7.0616 -1.9849 0.1142
H 4.4929 -7.0197 1.6698
H 3.2603 1.2244 0.4042
H -3.3493 -0.0480 0.8263
H -8.4369 -1.9934 1.1344
H -4.9806 3.1072 1.6049
H -2.1427 4.6860 -6.5554
H 5.9375 2.8213 0.1403
H 3.3709 -3.5805 -0.2556
H -5.2343 3.5927 -0.0695
H -2.6326 2.2592 3.6496
H -10.3157 -1.8151 -0.2175

Values from the calculation:
- Total charge: -1
- Frontier orbital gap: 6.8 eV
- 2S+1: 1
- LUMO level: 1.76 eV

3.
The following is a quantum chemistry calculation of a molecular structure, C29H33BrN2O6Rb at a distorted geometry, from the OMol25 dataset.

Cartesian coordinates (Å):
Rb -0.2378 0.5038 -0.0981
Br -0.5090 -2.9547 0.3609
O -2.6562 0.9364 -0.4664
O -0.9868 -0.1329 -2.3474
O -0.8045 3.7321 2.5401
O -2.0327 0.9309 -6.8563
O 0.5589 1.8774 1.8266
O 2.7351 -0.3026 -0.9701
N -0.3606 0.2843 3.3360
N -0.3555 -0.8279 2.6542
C 3.0073 -1.5538 -0.3799
C 0.3292 2.4178 4.1655
C -4.2944 -5.4432 5.0932
C -1.2765 -0.1749 -7.2923
C -0.7552 4.4858 4.7915
C -2.6630 1.5286 -2.7672
C -2.6664 -4.2720 3.7343
C -3.2590 2.3193 -3.7726
C -2.6311 -4.0818 6.1505
C -1.3906 -2.9138 2.0627
C 3.1165 -1.3727 1.1209
C 0.4204 3.1943 6.4526
C 2.4063 -0.4016 -2.3429
C 0.6362 1.3987 3.0778
C -3.1080 1.6130 -1.3900
C -0.3439 4.3008 6.0993
C -3.7628 -5.1316 3.8531
C -1.6758 0.5389 -3.1562
C -3.0203 2.1347 -5.1058
C -1.5076 0.3285 -4.5751
C -2.1022 -3.7627 4.9116
C -2.1572 1.0897 -5.5022
C 2.2190 0.9938 -2.9007
C -4.2702 2.5533 -1.0758
C -0.4253 3.5486 3.8034
C -3.7372 -4.9147 6.2486
C 0.7491 2.2633 5.4766
C -1.3230 -1.6675 2.7829
C -2.0830 -4.0079 2.4153
H 0.7489 3.0593 7.4758
H -2.1630 -1.4554 3.4498
H -3.4762 2.7544 -5.8664
H -5.1600 2.2557 -1.6322
H 1.4790 -0.9752 -2.4661
H -4.4769 2.4899 -0.0099
H 1.3435 1.3924 5.7363
H -0.8214 -0.4629 -4.8481
H 3.9432 -1.9613 -0.7913
H -3.9391 3.1118 -3.4892
H -0.2200 -0.0744 -7.0244
H -4.0216 3.5832 -1.3335
H -1.3396 5.3508 4.5022
H 3.2594 -2.3387 1.6058
H -1.3690 -0.1977 -8.3767
H -1.2056 0.5397 3.8410
H 1.9527 0.9395 -3.9559
H 2.2034 -0.9157 1.5037
H 3.1345 1.5742 -2.7808
H -1.6605 -1.1094 -6.8730
H 1.6140 0.9226 3.2857
H -2.1656 -3.6925 7.0476
H -5.1466 -6.1082 5.1628
H -4.1554 -5.1578 7.2170
H -0.6226 5.0292 6.8525
H 2.2046 -2.2643 -0.6151
H -4.2001 -5.5532 2.9554
H -0.2436 2.9816 2.0202
H -2.2077 -4.7903 1.6764
H 3.9562 -0.7195 1.3612
H 1.4131 1.4951 -2.3674
H 3.2148 -0.9209 -2.8795
H -1.2202 -3.1410 4.8456

Values from the calculation:
- Total charge: -1
- Frontier orbital gap: 6.8 eV
- 2S+1: 1
- LUMO level: 2.20 eV

4.
The following is a quantum chemistry calculation of a molecular structure, C3H3CaLiO at a distorted geometry, from the OMol25 dataset.

Cartesian coordinates (Å):
Ca 2.9130 0.4647 -1.6320
O -2.1095 0.0098 0.7629
C 1.1846 -1.0616 0.3331
C 0.9421 -0.0075 -0.5054
C -1.7510 1.0806 0.3715
Li -0.7816 -1.4815 0.5672
H 1.9847 -0.8709 1.0703
H -2.4236 1.9525 0.1854
H 0.0413 -0.0860 -1.1530

Values from the calculation:
- Total charge: +1
- Frontier orbital gap (spin up / spin down): 4.9 / 4.9 eV
- Expectation value of S²: 0.7530
- 2S+1: 2
- LUMO level (spin up / spin down): -4.73 / -4.72 eV

5.
The following is a quantum chemistry calculation of 13 unconnected molecules or ions with the total composition H26O13 at a distorted geometry, from the OMol25 dataset.

Cartesian coordinates (Å):
O 1.4045 1.8747 2.7938
O 0.1126 4.2998 -0.1040
O -1.2462 1.8851 1.1283
O -1.7691 1.9010 -1.9512
O -2.6748 -0.9222 -1.3818
O -1.5933 -1.6793 1.5652
O 1.0884 2.0721 -1.9210
O 1.0265 -3.9290 0.8177
O 0.5231 -0.5219 0.0700
O 1.4594 -0.9894 -2.6390
O 3.1047 0.5325 -0.2218
O 1.1155 -1.8282 3.4935
O -0.7585 -2.9449 -1.7470
H 1.0629 2.4516 3.4873
H 0.4535 4.4463 -0.9867
H 2.3767 -0.0583 0.0646
H -1.3932 -2.2094 -1.5470
H 1.4419 2.9387 -2.1422
H 0.3005 -3.2909 0.7630
H 0.0074 3.3388 -0.0357
H 0.0983 0.3418 -0.0569
H -2.1401 1.8560 0.7648
H -1.9063 -2.4854 1.9964
H -0.0639 -0.9961 0.6956
H -2.3521 -0.0035 -1.3203
H -2.0258 2.8216 -2.0752
H 0.6782 1.7698 2.1654
H 1.4076 -1.9258 -2.4120
H -2.2504 -1.4965 0.8686
H 1.8666 1.5629 -1.6072
H -1.3278 2.3918 1.9482
H -3.5551 -0.8442 -1.7698
H -1.1490 -3.7390 -1.3653
H 0.9767 -4.2959 1.7103
H 0.3980 -1.3468 3.0628
H -0.7976 1.8898 -2.0949
H 0.8094 -0.5784 -2.0545
H 3.6947 -0.0337 -0.7334
H 1.5959 -2.2556 2.7711

Values from the calculation:
- Frontier orbital gap: 10.1 eV
- 2S+1: 1
- LUMO level: -0.31 eV

6.
The following is a quantum chemistry calculation of a single C6H16N2 molecule at a distorted geometry, from the OMol25 dataset.

Cartesian coordinates (Å):
N 0.3028 -2.0348 -1.1079
N -0.3809 0.1134 -1.8669
C -0.4819 -0.4195 0.5283
C 0.3050 -0.3936 -0.7502
C -0.6095 1.1893 1.0816
C -1.0456 2.2689 0.1165
C 0.0990 -1.2344 1.6835
C 1.7440 0.0904 -0.7067
H -1.5199 -0.7080 0.3438
H -1.3492 3.1670 0.6673
H -0.6525 -2.3797 -1.1824
H 0.1376 -0.0929 -2.7148
H -0.2901 -2.2555 1.6739
H -1.9121 1.9651 -0.4754
H 0.3155 1.4881 1.5847
H 2.3491 -0.5041 -1.4011
H 1.1871 -1.3284 1.6652
H 0.7961 -2.6468 -0.4587
H -0.2279 2.5853 -0.5347
H -0.1413 -0.8107 2.6638
H 1.8330 1.1383 -1.0037
H -1.3591 1.1053 1.8763
H -1.3027 -0.2954 -1.9605
H 2.2034 -0.0075 0.2781

Values from the calculation:
- Frontier orbital gap: 9.7 eV
- Structure (SMILES): CC[C@H](C)C(C)(N)N
- 2S+1: 1
- LUMO level: 1.06 eV

7.
The following is a quantum chemistry calculation of 2 unconnected molecules or ions with the total composition C5H7NO, from the OMol25 dataset.

Cartesian coordinates (Å):
O 0.7784 -1.8671 -0.5612
N -2.0366 0.4043 1.1440
C -1.3173 -0.0311 -0.0352
C -0.1649 0.9666 0.0299
C 1.1263 0.9401 -0.1039
C -1.5103 1.4209 0.2478
C 2.1372 0.1529 -0.4009
H 2.7059 -0.3633 0.3692
H 1.1497 -2.2079 0.2578
H 0.1151 -1.2145 -0.2669
H -1.4510 0.3090 1.9726
H 2.4364 -0.0311 -1.4269
H -1.8297 -0.5177 -0.8597
H -2.1391 2.0390 -0.3666

Values from the calculation:
- Frontier orbital gap: 9.8 eV
- Structure (SMILES): C=C=C1[C@H]2N[C@@H]12.O
- 2S+1: 1
- LUMO level: 0.69 eV